This record from the Open Molecules 2025 dataset describes an isolated molecule of C8H16O. The level of theory is ωB97M-V/def2-TZVPD.

Atoms and positions in Å:
C -0.6525 0.1355 -0.3772
C 0.6364 -0.4663 0.1136
C 1.2580 -1.5377 -1.0190
C 1.7494 0.5237 0.4593
C -1.3982 0.6527 2.1990
C 0.2792 -2.3394 -1.8593
C -1.2039 1.1818 0.8045
C -1.5463 2.4440 0.5031
O -0.5289 0.8091 -1.6005
H 0.1750 1.4696 -1.5060
H -1.4479 -0.6072 -0.4729
H 0.4281 -1.0784 0.9966
H 1.8573 -2.2601 -0.4492
H 1.9924 -1.0802 -1.6915
H 1.9448 1.2259 -0.3560
H 1.5080 1.0954 1.3592
H 2.6781 -0.0128 0.6801
H -1.9384 -0.2993 2.1790
H -1.9769 1.3407 2.8275
H -0.4370 0.4942 2.6979
H -0.1871 -1.7167 -2.6297
H 0.7939 -3.1668 -2.3616
H -0.5132 -2.7526 -1.2272
H -1.4723 2.8366 -0.5070
H -1.9980 3.1083 1.2373

For the orbital gap, the calculation gives 10.31 eV. The total energy comes out at -389.61650 a.u. As for the energy relative to the best compared isomer or geometry (same formula, charge and spin): 22.8 kcal/mol. As for the SMILES: C=C(C)[C@@H](O)[C@H](C)CC.

Just the natural (NBO) charges please, in e? Sure, here they are: 0.08, -0.23, -0.38, -0.62, -0.66, -0.62, 0.02, -0.43, -0.71, 0.47, 0.19, 0.21, 0.19, 0.20, 0.19, 0.21, 0.22, 0.21, 0.22, 0.21, 0.22, 0.21, 0.20, 0.20, 0.20